No. 1
Entry from the Open Molecules 2025 dataset: a single C7H12O2S molecule in a non-equilibrium geometry (the ωB97M-V functional and the def2-TZVPD basis).

Element x y z (Å)
C  -0.511  2.018  0.234
C  0.708  1.939  -0.255
C  -1.546  1.083  0.686
C  -0.163  -1.179  -0.134
C  0.293  -1.662  1.280
C  2.034  -0.321  -0.931
C  0.729  -0.957  -1.191
O  -2.857  -1.294  0.272
O  -2.038  -0.043  -1.574
S  -1.830  -0.520  -0.282
H  -0.911  3.095  0.519
H  1.310  2.836  -0.207
H  -1.365  0.785  1.740
H  -2.587  1.493  0.705
H  -0.493  -2.198  1.792
H  0.598  -0.673  1.848
H  1.234  -2.283  1.083
H  1.315  1.114  -0.422
H  2.683  -0.468  -1.768
H  2.430  -0.451  0.097
H  1.035  -1.906  -1.680
H  -0.067  -0.407  -1.813

Results
Multiplicity ... 3
Expectation value of S² ... 2.01
ΔE to the lowest compared entry with this formula, charge and spin ... 25.6 kcal per mole
Orbital gap (spin up / spin down) ... 8.76 / 8.96 eV
LUMO (spin up / spin down) ... 0.8 / -1.0 eV



No. 2
Entry from the Open Molecules 2025 dataset: 2 unconnected molecules or ions with the total composition C7H12O3 in a non-equilibrium geometry (the ωB97M-V functional and the def2-TZVPD basis).

Element x y z (Å)
C  1.535  0.251  -1.888
C  0.565  0.724  -2.436
C  2.691  -0.439  -1.365
C  -1.880  -1.750  0.455
C  0.337  0.034  2.478
C  -1.398  2.186  -0.647
C  -0.542  0.140  0.202
O  -1.470  -0.652  -0.462
O  0.279  -0.453  1.132
O  -0.630  1.400  0.086
H  3.029  -1.364  -1.824
H  3.555  0.117  -1.361
H  2.404  -0.433  -0.293
H  -2.584  -2.336  -0.259
H  -2.430  -1.173  1.341
H  -1.063  -2.478  0.862
H  1.262  -0.343  2.837
H  -0.419  -0.657  3.077
H  0.296  1.061  2.447
H  -2.021  1.663  -1.347
H  -0.216  1.322  -2.828
H  -1.300  3.181  -0.210

Results
ΔE to the lowest compared entry with this formula, charge and spin ... 190.5 kcal per mole
Orbital gap (spin up / spin down) ... 7.07 / 6.71 eV
LUMO (spin up / spin down) ... 0.7 / 0.7 eV



No. 3
Entry from the Open Molecules 2025 dataset: a single C7H12O3 molecule in a non-equilibrium geometry (the ωB97M-V functional and the def2-TZVPD basis).

Element x y z (Å)
C  -0.992  -1.369  0.895
C  -1.179  -0.091  0.104
C  -2.431  0.726  0.365
C  -2.317  -0.032  -0.909
C  0.025  0.703  -0.287
O  -0.053  1.868  -0.627
C  1.389  0.006  -0.277
C  2.284  0.468  0.847
O  3.188  1.166  0.027
H  -1.960  -1.713  1.283
H  -0.323  -1.215  1.753
H  -0.585  -2.179  0.275
H  -2.330  1.810  0.325
H  -3.094  0.343  1.141
H  -2.894  -0.949  -1.031
H  -2.132  0.531  -1.824
H  1.241  -1.079  -0.166
H  1.746  1.139  1.534
H  2.790  -0.370  1.341
O  2.042  0.112  -1.745
H  3.226  0.884  -1.030
H  2.359  -0.760  -1.992

Results
SMILES ... CC1(C(=O)[C@@H](O)CO)CC1
ΔE to the lowest compared entry with this formula, charge and spin ... 67.2 kcal per mole
Orbital gap ... 10.00 eV
LUMO ... 0.5 eV



No. 4
Entry from the Open Molecules 2025 dataset: 2 unconnected molecules or ions with the total composition C7H12O3 in a non-equilibrium geometry (the ωB97M-V functional and the def2-TZVPD basis).

Element x y z (Å)
C  3.388  1.571  -1.189
C  1.965  1.290  -1.002
C  0.819  0.961  -0.783
C  -0.539  0.447  -0.573
C  -0.694  -0.464  0.644
C  -0.818  0.343  1.934
O  0.252  1.211  2.201
C  -1.095  -1.863  0.864
O  0.216  -1.647  0.381
H  3.857  0.810  -1.829
H  3.534  2.554  -1.660
H  3.914  1.575  -0.224
H  -1.254  1.279  -0.502
H  -0.828  -0.097  -1.483
H  -1.733  0.950  1.881
H  -0.994  -0.311  2.806
H  1.064  0.679  2.239
H  -1.126  -2.287  1.871
H  -1.704  -2.465  0.188
O  -3.035  -1.678  -1.716
H  -2.038  -1.970  -1.797
H  -3.151  -0.889  -2.252

Results
SMILES ... CC#CC[C@@]1(CO)CO1.O
ΔE to the lowest compared entry with this formula, charge and spin ... 95.4 kcal per mole
Orbital gap ... 9.91 eV
LUMO ... 0.7 eV



No. 5
Entry from the Open Molecules 2025 dataset: a molecular structure, C7H12O3Zn in a non-equilibrium geometry (the ωB97M-V functional and the def2-TZVPD basis).

Element x y z (Å)
C  -2.777  1.315  -0.238
C  -3.965  1.705  -0.726
H  -1.982  -0.515  -0.115
H  -2.498  1.523  0.798
H  -4.190  2.760  -0.899
H  -4.691  0.976  -1.093
H  -2.194  1.964  -0.985
O  4.729  0.833  1.493
C  3.787  0.733  0.663
O  3.681  1.522  -0.313
O  2.866  -0.198  0.898
C  1.742  -0.259  0.025
C  0.876  -1.418  0.490
C  -0.250  -1.749  -0.372
C  -1.594  -1.781  0.026
Zn  5.247  2.306  0.360
H  2.081  -0.413  -1.008
H  1.181  0.683  0.075
H  0.587  -1.356  1.548
H  1.457  -2.368  0.385
H  -0.034  -1.918  -1.434
H  -2.267  -2.316  -0.652
H  -1.792  -2.030  1.073

Results
Multiplicity ... 2
Expectation value of S² ... 0.81
Total charge ... +1
ΔE to the lowest compared entry with this formula, charge and spin ... 72.7 kcal per mole
Orbital gap (spin up / spin down) ... 4.05 / 6.57 eV
LUMO (spin up / spin down) ... -5.7 / -5.9 eV



No. 6
Entry from the Open Molecules 2025 dataset: 2 unconnected molecules or ions with the total composition C7H12OS2 in a non-equilibrium geometry (the ωB97M-V functional and the def2-TZVPD basis).

Element x y z (Å)
C  0.836  -0.904  -0.199
C  -2.170  0.745  -1.567
C  -1.958  0.611  -0.065
C  0.319  1.216  -0.775
C  1.716  1.753  -0.950
C  0.502  -2.350  1.924
C  1.007  -1.069  1.248
O  0.791  -1.617  -1.132
S  -0.520  0.996  -2.265
S  -0.740  1.865  0.444
H  -2.606  -0.237  -1.915
H  -2.822  1.729  -1.878
H  -2.858  0.843  0.646
H  -1.687  -0.414  0.391
H  1.702  2.908  -0.976
H  2.216  1.538  -1.940
H  2.453  1.569  -0.206
H  1.247  -3.114  2.137
H  -0.072  -2.890  1.197
H  -0.149  -2.139  2.674
H  2.106  -0.857  1.424
H  0.686  -0.183  1.783

Results
ΔE to the lowest compared entry with this formula, charge and spin ... 61.7 kcal per mole
Orbital gap ... 7.65 eV
LUMO ... 0.6 eV



No. 7
Entry from the Open Molecules 2025 dataset: a single C7H12S4 molecule in a non-equilibrium geometry (the ωB97M-V functional and the def2-TZVPD basis).

Element x y z (Å)
C  1.829  -0.317  -1.604
C  1.043  1.074  -1.323
C  1.513  -1.573  -0.798
C  -1.426  1.327  0.417
C  -1.417  -1.323  -0.058
C  -0.580  2.054  1.436
C  -0.970  -1.280  1.369
S  -0.808  1.041  -1.197
S  -0.243  -2.036  -1.240
S  -3.101  1.249  0.456
S  -2.984  -1.474  -0.569
H  1.717  -0.684  -2.666
H  2.862  -0.118  -1.444
H  1.404  1.404  -0.277
H  1.151  1.814  -2.120
H  2.095  -2.368  -1.209
H  1.710  -1.517  0.211
H  -1.291  2.622  2.015
H  0.172  2.599  0.974
H  0.010  1.383  2.256
H  0.097  -1.170  1.559
H  -1.137  -2.193  1.867
H  -1.647  -0.512  1.943

Results
SMILES ... CC(=S)SCCCSC(C)=S
ΔE to the lowest compared entry with this formula, charge and spin ... 69.4 kcal per mole
Orbital gap ... 7.06 eV
LUMO ... -0.6 eV



No. 8
Entry from the Open Molecules 2025 dataset: a molecular structure, C7H13AlBrCl4F3N2O5S in a non-equilibrium geometry (the ωB97M-V functional and the def2-TZVPD basis).

Element x y z (Å)
N  1.129  -1.302  -4.013
C  2.377  -0.885  -3.412
C  3.119  -2.023  -2.678
C  2.892  -1.895  -1.119
N  2.730  -0.542  -0.714
C  1.452  -0.228  -0.283
F  0.408  -0.617  -1.141
F  1.121  -0.813  0.937
F  1.282  1.118  -0.104
H  0.355  -0.898  -3.502
H  0.996  -1.038  -4.982
H  2.193  -0.056  -2.698
H  3.019  -0.517  -4.230
H  2.738  -2.995  -3.032
H  4.187  -1.982  -2.918
H  2.069  -2.560  -0.813
H  3.818  -2.285  -0.659
C  -1.272  -0.059  2.056
C  -0.462  0.996  2.782
O  -1.407  2.124  2.970
S  -2.836  1.562  3.154
O  -3.108  1.368  4.578
O  -3.791  2.238  2.366
O  -2.595  0.082  2.673
H  -1.376  0.150  0.995
H  -0.909  -1.073  2.218
H  0.397  1.345  2.221
H  -0.157  0.654  3.770
Al  -3.820  -0.654  4.781
C  -2.306  3.820  -0.765
Cl  -3.949  4.390  -0.489
Cl  -1.675  4.527  -2.251
Cl  -1.267  4.272  0.592
Cl  -2.301  2.056  -0.893
O  -0.614  -2.667  3.857
H  -1.511  -2.837  4.185
Br  -0.924  -2.775  -3.437

Results
Orbital gap ... 2.06 eV
LUMO ... -4.5 eV



No. 9
Entry from the Open Molecules 2025 dataset: a molecular structure, C7H13BF4O4SeV in a non-equilibrium geometry (the ωB97M-V functional and the def2-TZVPD basis).

Element x y z (Å)
V  -0.199  1.105  0.779
C  -3.641  -0.083  -1.540
C  -2.568  0.963  -1.263
C  -2.637  2.123  -2.240
O  -1.261  0.384  -1.400
C  -2.718  1.439  0.206
O  -3.349  2.450  0.484
O  -2.128  0.630  1.016
H  -3.523  -0.471  -2.554
H  -4.631  0.366  -1.436
H  -3.550  -0.916  -0.842
H  -2.527  1.751  -3.261
H  -1.830  2.829  -2.033
H  -3.586  2.644  -2.131
H  -1.300  -0.556  -1.153
F  -0.690  -2.155  -0.243
B  -1.534  -3.105  -0.882
F  -2.748  -3.207  -0.191
F  -0.894  -4.354  -0.923
F  -1.782  -2.650  -2.198
C  1.807  2.730  -2.566
C  1.577  2.860  -1.095
C  2.130  3.991  -0.294
O  0.952  1.898  -0.490
H  1.772  3.704  -3.069
H  1.040  2.082  -2.992
H  2.788  2.288  -2.809
H  1.938  4.961  -0.769
H  3.221  3.921  -0.155
H  1.681  3.967  0.701
Se  0.668  1.622  2.866

Results
Multiplicity ... 4
Expectation value of S² ... 3.83
Total charge ... -2
ΔE to the lowest compared entry with this formula, charge and spin ... 16.9 kcal per mole
Orbital gap (spin up / spin down) ... 5.31 / 6.31 eV
LUMO (spin up / spin down) ... 5.2 / 5.1 eV



No. 10
Entry from the Open Molecules 2025 dataset: a gas-phase ion, C7H13BrClN4O5P2S (charge +1) in a non-equilibrium geometry (the ωB97M-V functional and the def2-TZVPD basis).

Element x y z (Å)
N  -0.109  -2.514  0.666
P  1.388  -2.142  0.960
O  1.671  -1.947  2.551
O  2.302  -3.360  0.346
C  1.899  -0.555  0.035
P  3.286  -0.959  -1.257
O  4.413  0.269  -1.026
Br  2.394  -0.662  -3.329
N  0.701  0.183  -0.505
C  0.880  1.651  -0.256
C  -0.361  2.552  -0.470
C  -1.657  2.102  0.304
S  -3.035  1.920  -0.912
C  -3.526  0.215  -0.728
N  -2.747  -0.833  -0.532
N  -3.471  -1.949  -0.412
C  -4.746  -1.593  -0.545
O  -4.795  -0.267  -0.752
C  1.588  1.587  1.135
Cl  0.548  1.349  2.604
O  2.311  0.336  1.079
H  -0.624  -2.550  1.550
H  0.820  -1.882  3.017
H  1.745  -3.682  -0.393
H  4.600  0.625  -1.918
H  -0.014  -0.064  0.218
H  0.308  -0.114  -1.407
H  1.707  1.996  -0.921
H  -0.170  3.624  -0.255
H  -0.616  2.514  -1.557
H  -1.554  1.146  0.855
H  -1.874  2.878  1.069
H  -5.611  -2.260  -0.485
H  2.345  2.386  1.270

Results
Total charge ... +1
SMILES ... N=P(O)(O)[C@@]1(P(O)Br)[NH2+][C@@H](CCSc2nnco2)[C@@H](Cl)O1
Orbital gap ... 8.47 eV
LUMO ... -3.7 eV



Please write out number 8 again, unchanged.
Entry from the Open Molecules 2025 dataset: a molecular structure, C7H13AlBrCl4F3N2O5S in a non-equilibrium geometry (the ωB97M-V functional and the def2-TZVPD basis).

Element x y z (Å)
N  1.129  -1.302  -4.013
C  2.377  -0.885  -3.412
C  3.119  -2.023  -2.678
C  2.892  -1.895  -1.119
N  2.730  -0.542  -0.714
C  1.452  -0.228  -0.283
F  0.408  -0.617  -1.141
F  1.121  -0.813  0.937
F  1.282  1.118  -0.104
H  0.355  -0.898  -3.502
H  0.996  -1.038  -4.982
H  2.193  -0.056  -2.698
H  3.019  -0.517  -4.230
H  2.738  -2.995  -3.032
H  4.187  -1.982  -2.918
H  2.069  -2.560  -0.813
H  3.818  -2.285  -0.659
C  -1.272  -0.059  2.056
C  -0.462  0.996  2.782
O  -1.407  2.124  2.970
S  -2.836  1.562  3.154
O  -3.108  1.368  4.578
O  -3.791  2.238  2.366
O  -2.595  0.082  2.673
H  -1.376  0.150  0.995
H  -0.909  -1.073  2.218
H  0.397  1.345  2.221
H  -0.157  0.654  3.770
Al  -3.820  -0.654  4.781
C  -2.306  3.820  -0.765
Cl  -3.949  4.390  -0.489
Cl  -1.675  4.527  -2.251
Cl  -1.267  4.272  0.592
Cl  -2.301  2.056  -0.893
O  -0.614  -2.667  3.857
H  -1.511  -2.837  4.185
Br  -0.924  -2.775  -3.437

Results
Orbital gap ... 2.06 eV
LUMO ... -4.5 eV



Copy entry 6 word for word.
Entry from the Open Molecules 2025 dataset: 2 unconnected molecules or ions with the total composition C7H12OS2 in a non-equilibrium geometry (the ωB97M-V functional and the def2-TZVPD basis).

Element x y z (Å)
C  0.836  -0.904  -0.199
C  -2.170  0.745  -1.567
C  -1.958  0.611  -0.065
C  0.319  1.216  -0.775
C  1.716  1.753  -0.950
C  0.502  -2.350  1.924
C  1.007  -1.069  1.248
O  0.791  -1.617  -1.132
S  -0.520  0.996  -2.265
S  -0.740  1.865  0.444
H  -2.606  -0.237  -1.915
H  -2.822  1.729  -1.878
H  -2.858  0.843  0.646
H  -1.687  -0.414  0.391
H  1.702  2.908  -0.976
H  2.216  1.538  -1.940
H  2.453  1.569  -0.206
H  1.247  -3.114  2.137
H  -0.072  -2.890  1.197
H  -0.149  -2.139  2.674
H  2.106  -0.857  1.424
H  0.686  -0.183  1.783

Results
ΔE to the lowest compared entry with this formula, charge and spin ... 61.7 kcal per mole
Orbital gap ... 7.65 eV
LUMO ... 0.6 eV